1.
{
  "formula": "C4H12NSi",
  "method": "ωB97M-V/def2-TZVPD",
  "total_charge": 1,
  "energy_ha": -503.53863,
  "homo_lumo_gap_ev": 11.456,
  "e_above_lowest_kj_mol": 98.7,
  "smiles": "[SiH3][C@@H]1CCC[NH2+]1",
  "elements": ["Si", "C", "C", "C", "C", "N", "H", "H", "H", "H", "H", "H", "H", "H", "H", "H", "H", "H"],
  "coordinates": [[-2.07762, 0.11636, -1.52104], [-0.51331, -0.32827, -0.32016], [-0.55636, 0.19492, 1.18525], [0.88512, -0.08584, 1.53203], [1.68984, 0.23850, 0.38061], [0.84185, -0.00877, -0.90482], [-2.28350, 1.40579, -0.89468], [-3.08787, -0.95542, -1.41007], [-1.40253, 0.02086, -2.80863], [-0.50617, -1.43818, -0.26067], [-1.37837, -0.32416, 1.67692], [-0.68388, 1.17875, 1.04965], [1.24592, 0.31175, 2.49999], [1.10694, -1.17311, 1.76246], [1.95124, 1.19678, 0.39809], [2.58768, -0.36412, 0.40786], [0.87711, 0.85983, -1.46327], [1.30392, -0.84569, -1.30954]]
}

=====

2.
{
  "formula": "C10H6DyN2O5",
  "method": "ωB97M-V/def2-TZVPD",
  "total_charge": 3,
  "s2": 9.33,
  "energy_ha": -1754.05359,
  "spin_multiplicity": 6,
  "homo_lumo_gap_ev": [2.556, 2.726],
  "elements": ["O", "C", "Dy", "O", "C", "C", "O", "C", "O", "N", "C", "O", "C", "C", "C", "N", "C", "C", "H", "H", "H", "H", "H", "H"],
  "coordinates": [[-0.20844, -3.07724, -2.82188], [-0.22704, -1.89275, -2.81522], [-0.53331, 0.09052, -2.75486], [-2.92857, 0.09261, -6.02628], [-2.18620, 0.08188, -5.14396], [1.68491, 0.09242, -3.12840], [2.86613, 0.09675, -3.32528], [-0.22956, 2.07509, -2.76610], [-0.20492, 3.25955, -2.74054], [-0.32953, -0.67626, 4.63822], [0.46686, 0.11621, 3.80791], [1.31650, 0.86220, 4.29718], [0.28543, 0.06123, 2.30822], [-0.64115, -0.73605, 1.66114], [-0.74629, -0.71308, 0.27977], [0.05347, 0.08098, -0.46514], [0.97298, 0.87065, 0.13492], [1.10901, 0.88160, 1.51298], [-0.16010, -0.59026, 5.61656], [-1.01710, -1.28299, 4.30476], [-1.32252, -1.40409, 2.21095], [-1.49529, -1.35078, -0.23456], [1.60975, 1.51792, -0.50198], [1.86499, 1.54390, 1.95158]]
}

=====

3.
{
  "formula": "C12H7BeN2O5S",
  "method": "ωB97M-V/def2-TZVPD",
  "total_charge": 1,
  "energy_ha": -1359.64732,
  "homo_lumo_gap_ev": [6.170, 6.597],
  "e_above_lowest_kj_mol": 487.8,
  "elements": ["O", "C", "Be", "O", "C", "C", "O", "C", "O", "C", "O", "H", "N", "C", "N", "C", "C", "C", "C", "C", "C", "S", "H", "H", "H", "H", "H", "H"],
  "coordinates": [[-0.87451, 3.55441, -3.17363], [-1.27857, 3.88238, -2.08847], [-0.54795, -0.87579, -0.92006], [0.07294, 3.39036, -0.25232], [-0.94671, 2.98045, -0.84962], [-1.74761, 1.95127, -0.17636], [-1.60053, 1.81236, 1.05268], [-3.33144, -0.11945, -0.28649], [-4.13692, -0.85358, -0.76753], [-2.99294, 1.41341, -0.75331], [-3.91701, 2.02694, -1.29716], [0.01722, -1.07017, -2.09551], [1.98814, 1.77967, -1.15301], [1.82065, 0.63399, -0.47114], [0.62846, 0.09078, -0.16384], [0.81492, -1.11063, 0.54182], [-0.25157, -1.97589, 0.78104], [0.01424, -3.01480, 1.70281], [1.31226, -3.21247, 2.18187], [2.40177, -2.44933, 1.77884], [2.13953, -1.36395, 0.93970], [3.24399, -0.18142, 0.16193], [2.96259, 2.03938, -1.30632], [1.43309, 2.59099, -0.77331], [-1.28659, -1.67476, 0.39471], [-0.82642, -3.60961, 2.03364], [1.46694, -4.01076, 2.86977], [3.42204, -2.62379, 2.08927]]
}

=====

4.
{
  "formula": "C3H7N2",
  "method": "ωB97M-V/def2-TZVPD",
  "total_charge": 1,
  "s2": 2.04,
  "energy_ha": -227.44133,
  "spin_multiplicity": 3,
  "homo_lumo_gap_ev": [6.164, 7.218],
  "e_above_lowest_kj_mol": 349.0,
  "elements": ["C", "C", "C", "N", "N", "H", "H", "H", "H", "H", "H", "H"],
  "coordinates": [[-1.33353, 0.34483, -0.75560], [-0.64812, -0.52231, -1.48230], [-0.04128, -0.12174, -0.24286], [1.24288, 1.17281, -0.01100], [0.16513, -0.95710, 1.04906], [-2.16311, 0.93095, -0.42613], [-0.32494, -0.97259, -2.35533], [1.11611, 1.42632, 0.97298], [1.03550, 1.99524, -0.57843], [-0.62386, -1.14339, 1.70137], [0.94841, -0.33444, 1.51930], [0.62681, -1.81858, 0.60894]]
}

=====

5.
{
  "formula": "CH4ClN3S",
  "method": "ωB97M-V/def2-TZVPD",
  "energy_ha": -1063.06196,
  "homo_lumo_gap_ev": 9.030,
  "e_above_lowest_kj_mol": 50.1,
  "smiles": "[H]/N=N/[C@@H](Cl)SN",
  "elements": ["H", "N", "N", "C", "Cl", "S", "N", "H", "H", "H"],
  "coordinates": [[-0.26561, 2.76005, -1.47103], [0.06547, 2.18615, -0.63694], [-0.65454, 1.19529, -0.41428], [-0.24294, 0.47586, 0.70227], [-1.41876, -0.80409, 1.24200], [1.38524, -0.51740, 0.14321], [0.64351, -1.93384, -0.36930], [0.14287, 1.10716, 1.53067], [-0.08028, -1.75935, -0.98350], [0.42504, -2.70983, 0.25691]]
}

=====

6.
{
  "formula": "C2H15NO4S",
  "method": "ωB97M-V/def2-TZVPD",
  "total_charge": 1,
  "s2": 0.76,
  "energy_ha": -838.73737,
  "spin_multiplicity": 2,
  "homo_lumo_gap_ev": [10.187, 4.865],
  "elements": ["C", "C", "S", "N", "H", "H", "H", "H", "H", "H", "H", "H", "H", "O", "H", "H", "O", "H", "H", "O", "H", "H", "O"],
  "coordinates": [[0.48942, 1.57520, 0.28824], [-0.09966, 2.52985, -0.78072], [1.09126, 3.33481, -1.81682], [-0.67101, 0.96948, 0.93928], [1.15334, 0.72776, -0.20642], [1.23811, 2.14202, 0.93358], [-0.91529, 2.07998, -1.35769], [-0.71416, 3.31464, -0.23184], [1.30204, 2.24319, -2.51258], [-0.64635, 0.06098, 1.38368], [-1.29114, 1.46943, 1.40914], [0.48944, -1.98405, 1.59101], [-0.17724, -2.06462, 2.98200], [0.33909, -1.50816, 2.49097], [2.83224, -1.55567, -1.72409], [2.73739, -1.21207, -0.25333], [2.25824, -1.16932, -1.05886], [-2.96194, -1.84193, -0.93789], [-2.58779, -0.46925, -0.56261], [-2.63063, -1.27997, -0.12349], [-1.15880, -2.21805, -0.13642], [0.27582, -2.42178, -0.49701], [-0.35239, -2.72249, 0.18185]]
}